No. 1
Computed, not measured: C26H52B3N4O23PSSi2 as an isolated structure at a distorted geometry, with wB97M-V/def2-TZVPD.

```
! RIJCOSX wB97M-V def2-TZVPD def2/J DEFGRID3
* xyz 0 1
S -3.23500 0.31749 1.47941
P -2.81733 3.85573 0.95756
Si -2.44264 1.79348 0.12501
Si 0.46344 2.08267 0.49303
O 6.17414 -0.48078 -1.81468
O 3.53870 6.85829 -1.71754
O 7.12370 -5.58606 -2.76848
O -3.68892 -2.12254 4.37045
O -8.60232 -1.38166 -6.27882
O -4.78066 -2.79806 6.19786
O 0.26842 4.28242 -1.40328
O 2.25793 -1.21952 2.83051
O -4.06716 0.41476 -1.95135
O 2.16536 4.47540 -0.01031
O 5.15293 -1.95884 -0.49726
O 0.29873 3.43115 2.99802
O -7.76569 -0.54012 -4.35951
O 6.00475 -4.78960 -4.55446
O -9.51601 -1.92444 -4.29060
O 5.72062 6.88530 -2.18027
O 1.69866 -3.17826 1.86548
O -2.53633 -2.98762 6.10363
O -0.89128 1.47968 -0.37150
O 4.88730 -5.31764 -2.69714
O 0.79386 -2.61168 3.82093
O 4.75242 4.97690 -1.46700
O 3.92557 -0.55064 -1.75074
N -3.01204 3.87144 2.53881
N 0.11151 1.06370 3.40019
N -3.84142 2.79760 -2.33675
N 4.15697 1.62582 0.13966
C 7.18778 -1.05085 -0.97077
C -7.20025 -0.29078 -2.00690
C -5.08852 -2.11335 4.05096
C 4.98340 -0.95913 -1.39076
C 2.56501 -5.08793 -3.39803
C -0.40209 -4.63654 4.45954
C 6.10680 -5.26686 -3.28983
C 0.03138 -3.73288 3.33386
C -9.06459 -1.75592 -2.94009
C 1.01228 -4.33962 2.35944
C 4.60767 -4.74411 -4.88258
C -7.11118 -2.62008 5.51210
C -8.29907 -0.45796 -3.02578
C 3.90788 8.24282 -1.84641
C 3.97388 -4.56770 -3.52307
C 1.64399 -2.23874 2.83726
C -3.56504 -2.66725 5.61010
C 5.17730 8.12525 -2.65582
C 3.15042 1.31173 0.81411
C 1.86529 0.81492 0.20514
C -5.72309 -2.03906 5.41752
C -8.62622 -1.29113 -5.09911
C 7.00980 -2.89204 0.77392
C 4.68104 6.12399 -1.75869
C 6.53907 -2.34560 -0.54925
C 2.80764 9.04848 -2.48962
B 1.06976 3.79140 -0.37738
B -3.57491 1.60002 -1.53288
B 0.25420 2.19336 2.47174
H -4.72262 3.23771 -2.09021
H 5.87506 8.94094 -2.48393
H 2.59297 4.76714 -0.83332
H 3.97488 1.48511 -0.85030
H -0.92993 -4.06560 5.22201
H 3.20387 1.42056 1.88752
H -0.84500 -3.33552 2.81285
H 8.02506 -3.27783 0.68916
H -5.71915 -1.01341 5.79713
H 0.53412 -4.87814 1.54500
H 8.11362 -1.19236 -1.52264
H 0.75550 0.32870 3.11224
H 2.00884 0.66088 -0.84745
H -5.32549 -3.03725 3.51824
H 0.46023 -5.10145 4.94043
H 1.60707 -0.09527 0.73729
H -2.88637 2.93354 2.90082
H -0.18047 3.53925 -1.82771
H -1.06143 -5.42106 4.08780
H 1.87038 8.90799 -1.95276
H -7.83010 -1.97972 5.00216
H -0.80095 0.61951 3.36378
H -3.04949 0.75730 2.73602
H 4.01681 -3.52278 -3.20138
H 2.26350 -5.11749 -2.35174
H 6.98874 -2.11923 1.54352
H -7.41043 -2.72249 6.55429
H 4.40016 -3.92265 -5.56347
H -9.90816 -1.71445 -2.25540
H 1.87161 -4.44996 -3.94461
H -7.61646 -0.12536 -1.01332
H -6.55623 -1.16998 -1.97323
H 7.36433 -0.37065 -0.13511
H 6.63979 -3.10943 -1.32634
H 6.35511 -3.69632 1.10723
H -1.80394 4.74408 0.53400
H -6.57029 0.55531 -2.26572
H 2.48782 -6.10485 -3.78611
H 4.98867 8.03042 -3.72768
H 0.02849 3.39858 3.92971
H -7.14938 -3.61507 5.06659
H 3.05794 10.10889 -2.48764
H -4.00219 4.31647 0.32711
H -8.42916 -2.60576 -2.68010
H -5.33328 -1.26227 3.41906
H 4.11603 8.62446 -0.84309
H 4.33435 -5.68792 -5.36000
H -4.37060 0.56405 -2.86294
H 1.74318 -4.99084 2.84369
H 2.64041 8.72918 -3.51918
H -8.97782 0.39940 -2.99242
H -3.13281 3.50492 -2.18526
*
```

As for the LUMO energy: -0.039 eV. The value obtained for the HOMO-LUMO gap is 8.3786 eV.

No. 2
Computed, not measured: C26H26BI2N9OS2SeTa as an isolated structure, with wB97M-V/def2-TZVPD.

```
! RIJCOSX wB97M-V def2-TZVPD def2/J DEFGRID3
* xyz 3 1
Ta 0.12994 0.20314 -0.02552
I -2.83202 3.13843 2.25342
I -6.75876 3.10729 -2.28501
Se 3.24040 -1.80048 0.54634
S 0.31156 0.45661 2.42511
S 0.93480 1.61162 -1.82575
O -1.41133 1.22681 0.19816
N -0.60847 -1.85097 0.61282
N 1.63560 3.05128 0.38191
N 2.72609 1.71259 2.28479
N 4.19100 -2.40739 -0.80016
N 1.46384 -1.20065 -2.83573
N 0.22171 4.11493 -0.88262
N -1.23634 -0.63184 -1.61337
N 2.21356 1.03680 4.29057
N 1.92132 -1.20126 -0.53849
C -0.66278 4.45211 -2.00622
C 0.87670 2.95737 -0.70863
C 3.18646 -2.18203 -4.26264
C -2.11860 -3.68252 0.27449
C 1.80816 1.08901 3.01850
C -1.51518 -4.40102 1.28566
C 1.92819 -1.52994 -4.01206
C -2.60083 1.64595 -0.37050
C -4.97621 2.48618 -1.46076
C 3.53628 -2.17529 -1.91537
C 1.47083 0.49587 5.43590
C 3.99307 -2.51596 -3.23482
C -4.61226 2.91773 -0.18276
C -0.43822 -3.83492 1.95524
C -2.24312 -1.59177 -1.09395
C -1.98881 0.35827 -2.46222
C -2.92643 1.22137 -1.64173
C 1.47690 4.30513 0.91547
C 2.26994 -1.51447 -1.77794
C -3.41196 2.48802 0.36731
C -0.01755 -2.57841 1.60074
C 3.45723 1.64446 4.36492
C 3.78575 2.04258 3.11810
C -1.64023 -2.42087 -0.03409
C 0.58812 4.96946 0.12686
C -4.13956 1.63839 -2.18104
B 2.59454 1.88461 0.77929
H 1.29854 -1.28173 -4.86009
H 4.94474 -3.01249 -3.36890
H -2.95172 -4.09403 -0.27914
H -4.42519 1.30769 -3.17177
H -5.25770 3.57656 0.38096
H 2.17665 0.01954 6.11016
H 4.67181 2.52853 2.74883
H -2.63879 -2.21532 -1.89711
H 0.75306 -0.23722 5.08136
H 0.95341 1.30197 5.95061
H -0.16809 4.20790 -2.94263
H 3.67227 2.00740 0.26958
H -0.58278 -1.12434 -2.23620
H -2.55994 -0.18945 -3.21334
H -1.25598 0.96779 -2.98296
H -3.07867 -1.01623 -0.68829
H 1.99401 4.63272 1.80014
H 3.99350 1.71829 5.29527
H 0.06927 -4.36171 2.75096
H -1.60003 3.90517 -1.91643
H 0.20167 5.97183 0.19418
H -1.87173 -5.38969 1.54425
H -0.85645 5.51948 -1.97120
H 3.46182 -2.39929 -5.28503
H 0.79538 -2.10514 2.12332
H 1.97511 0.86961 0.35688
*
```

As for the LUMO energy: -9.653 eV. The value obtained for the HOMO-LUMO gap is 5.5907 eV.

No. 3
Computed, not measured: a 11-piece molecular cluster, C39H80O27 overall at a distorted geometry, with wB97M-V/def2-TZVPD.

```
! RIJCOSX wB97M-V def2-TZVPD def2/J DEFGRID3
* xyz 0 1
O 17.87223 25.06423 16.93496
O 17.55329 20.29145 9.16454
O 23.26636 22.13185 17.50476
O 17.75640 19.06440 14.18040
O 20.38783 16.15991 11.01560
O 20.59890 10.10284 11.02902
O 11.34468 19.51270 14.35214
O 18.22472 22.24414 17.82320
O 13.64228 16.90708 7.86190
O 19.19416 14.71694 9.75776
O 21.38006 19.97704 16.45763
O 10.53030 19.34543 11.48189
O 24.28297 18.87981 12.77367
O 19.64163 15.88313 17.50751
O 19.52986 12.61419 12.24062
O 22.84372 19.02400 11.05173
O 13.43775 16.29082 14.03770
O 16.13051 17.61990 12.04176
O 14.25230 16.93877 16.05478
O 22.17331 19.51904 13.15263
O 18.04488 14.98340 16.17498
O 15.89807 21.07124 10.55248
O 21.45935 14.59501 9.77955
O 13.19672 19.88839 7.30615
O 18.02797 21.20128 11.21882
O 15.23486 15.25829 14.90729
O 20.14181 15.33515 15.40133
C 10.09527 18.57989 12.58252
C 13.82882 15.30502 13.05934
C 23.22174 19.10570 12.37064
C 22.71906 21.93422 16.18428
C 15.68958 17.68062 10.68802
C 15.13094 14.66560 13.67398
C 17.06600 22.88135 17.35895
C 19.44662 13.47115 9.09719
C 20.98475 19.40995 12.39990
C 15.78742 21.42568 11.90862
C 18.04165 21.61195 19.08885
C 17.14287 20.86554 10.20919
C 19.79868 11.39251 12.90341
C 12.45182 17.66689 8.10593
C 12.75401 19.12460 8.41080
C 12.51003 19.66617 15.07171
C 17.30959 21.86788 12.27423
C 21.34866 21.34184 16.19776
C 16.73237 19.26670 15.08264
C 17.38537 15.29766 17.42797
C 13.43588 15.57984 7.39318
C 11.24302 18.34735 13.51582
C 9.54824 19.41060 10.45949
C 21.49622 19.44976 10.92748
C 21.68679 9.65634 10.25356
C 20.97480 10.62940 12.26649
C 17.93769 17.69461 13.66597
C 14.58307 19.79275 7.07628
C 16.98781 24.31942 17.81045
C 17.98205 26.42246 17.36894
C 21.00924 13.53842 8.93788
C 24.01175 21.08125 17.99737
C 20.34059 15.23219 10.24049
C 19.35275 15.38052 16.23934
C 18.57849 15.54501 18.40341
C 17.57685 17.50029 12.14682
C 18.36481 13.27282 12.79149
C 20.12896 19.35722 16.29113
C 14.29725 16.22719 15.09307
H 14.40231 15.13878 7.47284
H 17.92074 16.51447 11.79425
H 19.75060 19.32235 15.27199
H 21.32183 13.78044 7.90546
H 21.16717 9.78024 12.91374
H 18.05561 18.27376 11.54291
H 16.78374 14.39302 17.64037
H 16.87723 18.71934 16.04900
H 22.55390 22.91321 15.76993
H 11.06039 17.49644 14.18862
H 18.90060 21.00876 19.42244
H 9.33735 18.43448 10.01807
H 23.32974 20.27244 18.38976
H 18.95078 10.71920 12.74956
H 8.60188 19.75606 10.86761
H 20.91538 21.52716 15.20205
H 14.66877 20.46756 6.23544
H 17.98884 13.81882 11.93255
H 12.97502 14.64387 12.85861
H 20.06363 11.53768 13.96595
H 17.08425 22.84397 16.25533
H 17.52668 22.95354 12.21558
H 13.46020 19.25640 9.27012
H 15.17773 20.15139 7.92770
H 11.82161 19.61546 8.62109
H 17.13974 20.96913 19.05091
H 17.83650 22.31290 19.89241
H 19.41415 19.99662 16.85315
H 21.49867 12.66548 9.35624
H 12.66474 18.82305 15.72087
H 12.70762 15.03473 7.98687
H 21.81916 11.28712 12.27115
H 9.26026 18.99163 13.17249
H 13.22923 15.49725 6.28863
H 16.79881 16.26534 17.33404
H 17.29936 24.41224 18.89281
H 15.03362 13.55582 13.77337
H 14.04950 15.90915 12.16292
H 14.85276 18.73949 6.82294
H 18.63593 13.91092 13.66861
H 15.43763 20.48023 12.39376
H 15.81905 16.72306 10.20734
H 21.36773 20.30884 10.31259
H 9.94246 20.10160 9.73738
H 12.34383 20.53867 15.69693
H 21.33274 9.04400 9.43458
H 24.63493 21.51845 18.75837
H 13.41512 19.79062 14.43821
H 14.62184 17.93106 10.78436
H 18.99156 17.34772 13.86198
H 15.78454 18.93355 14.70029
H 16.03251 14.91074 13.17686
H 18.41279 16.33466 19.11663
H 12.19532 18.15045 12.97266
H 11.91293 17.25174 8.94602
H 11.75594 17.67398 7.28282
H 19.06097 12.66660 9.72844
H 24.54647 20.66280 17.19703
H 17.28802 17.08723 14.28102
H 17.69563 21.51625 13.21707
H 23.34523 21.23723 15.64575
H 17.66678 12.50248 13.12266
H 16.12625 18.47970 10.04872
H 20.67176 21.80367 16.95140
H 20.28157 20.19945 12.70141
H 17.02673 26.92179 17.34660
H 18.97563 13.47687 8.10530
H 18.72077 27.05037 16.85008
H 22.20029 8.92054 10.90277
H 15.90508 24.61524 17.60080
H 9.70762 17.62023 12.18687
H 21.04285 18.68575 10.27072
H 20.50788 18.48834 12.67935
H 15.01727 22.20557 11.89844
H 22.36878 10.42604 9.90371
H 20.04031 18.40207 16.78781
H 16.65236 20.35949 15.23225
H 18.80250 14.61213 18.98259
H 18.25342 26.46069 18.46025
H 16.17306 22.34441 17.77741
*
```

As for the LUMO energy: 0.218 eV. The SMILES is O=C1OCCO1.O=C1OCCO1.O=C1OCCO1.O=C1OCCO1.O=C1OCCO1.COCCOC.COCCOC.COCCOC.COCCOC.COCCOC.COCCOC. The value obtained for the HOMO-LUMO gap is 8.9976 eV.

No. 4
Computed, not measured: a 3-piece molecular cluster, C5H11NO overall at a distorted geometry, with wB97M-V/def2-TZVPD.

```
! RIJCOSX wB97M-V def2-TZVPD def2/J DEFGRID3
* xyz 0 1
O -1.35080 0.14211 1.44896
N -0.87226 1.84866 -0.03951
C 0.53165 -1.69216 0.28672
C -0.28785 -0.94207 -0.89375
C -1.37203 1.34676 1.07708
C 1.24864 -1.04405 -0.93755
C 1.87401 0.31937 -0.91997
H 0.17689 -2.71579 0.25338
H 2.96793 0.32425 -0.90676
H 0.21441 -1.11382 1.16203
H -1.88085 1.98527 1.82437
H 1.56223 0.82429 0.00205
H -1.43847 2.68482 -0.18476
H 1.41126 0.94883 -1.70717
H 2.27950 -1.77146 0.62705
H 1.55531 -1.77057 -1.69235
H -0.67880 -1.40188 -1.79999
H -0.88316 -0.18044 -0.40446
*
```

As for the LUMO energy: -2.982 eV. The value obtained for the HOMO-LUMO gap is 4.5300 eV.

No. 5
Computed, not measured: one molecule with the formula C3H2Br3FO at a distorted geometry, with wB97M-V/def2-TZVPD.

```
! RIJCOSX wB97M-V def2-TZVPD def2/J DEFGRID3
* xyz 0 1
Br -0.14154 -2.38796 0.06297
Br -1.05919 2.16989 0.13129
Br 2.86766 0.50549 -0.03735
F 0.63363 -0.14682 1.55607
O 1.03023 0.03077 -1.89714
C 0.10608 -0.43270 0.31570
C 1.24092 -0.04697 -0.73809
C -1.25006 0.20289 0.22965
H -1.71655 0.00818 -0.72603
H -1.71118 0.09723 1.10293
*
```

As for the LUMO energy: -0.283 eV. The SMILES is O=C(Br)[C@](F)(Br)CBr. The value obtained for the HOMO-LUMO gap is 10.4923 eV.

No. 6
Computed, not measured: one molecule with the formula C3H8N2O2, with wB97M-V/def2-TZVPD.

```
! RIJCOSX wB97M-V def2-TZVPD def2/J DEFGRID3
* xyz 0 1
O -1.24590 -1.00666 -0.65296
O 0.03828 -1.69921 1.68346
N -1.51745 0.83074 -1.97204
N 0.28571 0.69117 -0.52499
C 1.23242 -0.03997 0.31511
C -0.84562 0.09640 -1.01234
C 0.67336 -0.45089 1.68309
H -1.46772 1.83766 -1.91397
H 1.59363 -0.94462 -0.19202
H 0.01476 0.35837 2.04290
H 0.67016 1.43993 -1.08103
H 2.08384 0.63281 0.45821
H -2.44407 0.47232 -2.15228
H -0.58011 -1.68870 0.93045
H 1.50873 -0.52935 2.38841
*
```

As for the LUMO energy: 0.656 eV. The SMILES is NC(=O)NCCO. The value obtained for the HOMO-LUMO gap is 10.4238 eV.